DFT (ωB97M-V/def2-TZVPD) results for a cluster of 2 separate species, C2H8S2 in total.

Values from the calculation:
- Charge: 0
- Structure (SMILES): CC.SS
- Frontier orbital gap: 10.02 eV
- LUMO level: 0.39 eV
- ΔE to the lowest compared entry with this formula, charge and spin: 5.17 kcal per mole

```
12
Properties=species:S:1:pos:R:3:lowdin_charge:R:1
C 0.685 -0.069 -2.370 -0.170
C 0.582 -1.475 -2.975 -0.171
H 0.670 0.700 -3.137 0.056
H 1.628 0.092 -1.841 0.060
H -0.134 0.075 -1.681 0.054
H -0.006 -1.462 -3.880 0.054
H 1.558 -1.915 -3.172 0.057
H 0.125 -2.173 -2.265 0.061
S -0.229 1.964 5.184 0.206
S -1.596 0.557 5.727 0.204
H -0.754 2.429 4.036 -0.205
H -2.528 1.275 6.376 -0.206
```


DFT (ωB97M-V/def2-TZVPD) results for a structure of composition C48H48BrCl3F3N7O7PbS at a distorted geometry.

Values from the calculation:
- Charge: -2
- Frontier orbital gap: 6.55 eV
- LUMO level: 3.61 eV
- ΔE to the lowest compared entry with this formula, charge and spin: 34.79 kcal per mole

```
119
Properties=species:S:1:pos:R:3:lowdin_charge:R:1
Pb 1.094 -1.003 -0.470 1.366
N 2.521 0.120 -2.150 -0.078
C 2.281 1.548 -2.265 -0.252
C 0.993 1.819 -3.124 -0.091
C -0.403 1.374 -2.587 -0.685
O -1.367 1.667 -3.303 -0.032
O -0.437 0.736 -1.486 -0.220
H 3.484 -0.049 -1.894 0.042
H 2.333 -0.299 -3.041 0.037
H 3.143 2.097 -2.682 0.110
H 2.144 1.942 -1.207 0.115
H 1.208 1.341 -4.118 0.120
H 0.942 2.904 -3.302 0.104
F 1.734 -5.038 -6.383 0.106
C 2.054 -4.580 -5.169 -0.672
F 2.197 -5.580 -4.310 0.124
F 3.253 -4.016 -5.307 0.114
C 1.021 -3.551 -4.786 -0.137
C -0.036 -3.278 -5.658 -0.034
C -0.973 -2.306 -5.326 -0.084
C -0.706 -1.518 -4.199 -0.118
N 0.358 -1.749 -3.386 -0.005
C 1.221 -2.749 -3.612 -0.722
S 2.497 -3.117 -2.454 0.502
H -0.166 -3.879 -6.584 0.120
H -1.740 -1.894 -5.979 0.090
H -1.305 -0.661 -3.953 0.078
Cl 1.135 -6.612 1.077 0.456
C 0.310 -5.251 0.271 -0.988
Cl -0.027 -5.786 -1.397 0.468
H 1.038 -4.426 0.199 0.000
H -0.585 -5.054 0.839 -0.003
C -6.365 1.812 -2.102 -0.055
C -5.508 0.580 -2.373 -0.511
C -6.504 -0.555 -2.731 -0.059
C -4.624 0.749 -3.612 -0.031
C -4.796 0.170 -1.083 -0.438
O -5.812 -0.039 -0.100 -0.058
C -3.928 1.388 -0.682 -0.072
C -3.072 1.327 0.600 -0.117
C -3.689 1.183 1.945 -0.214
C -2.808 0.679 2.924 -0.008
C -3.134 0.688 4.287 -0.068
C -4.409 1.078 4.651 -0.700
Cl -4.880 1.306 6.290 0.643
C -5.299 1.488 3.700 -0.129
C -4.945 1.530 2.353 -0.033
C -3.976 -1.119 -1.349 -0.020
N -3.427 -1.715 -0.165 -0.090
C -2.330 -2.492 -0.044 -0.145
N -2.290 -3.040 1.148 0.098
C -3.408 -2.589 1.730 -0.221
N -4.114 -1.813 0.968 0.091
H -7.162 1.851 -2.857 0.080
H -5.803 2.746 -2.224 0.088
H -6.808 1.746 -1.104 0.088
H -7.207 -0.246 -3.456 0.060
H -6.988 -1.031 -1.865 0.094
H -6.021 -1.407 -3.168 0.058
H -5.240 1.135 -4.434 0.091
H -4.221 -0.147 -3.990 0.062
H -3.792 1.439 -3.487 0.066
H -5.418 -0.536 0.659 0.069
H -4.715 2.159 -0.520 0.114
H -3.328 1.601 -1.540 0.092
H -2.527 2.269 0.567 0.094
H -2.187 0.711 0.424 0.105
H -1.846 0.284 2.613 0.110
H -2.426 0.334 4.912 0.074
H -6.262 1.721 4.081 0.081
H -5.733 1.765 1.560 0.135
H -3.089 -0.877 -1.955 0.141
H -4.596 -1.902 -1.824 0.137
H -1.571 -2.580 -0.810 0.103
H -3.579 -2.666 2.829 0.126
Br -2.309 6.442 1.355 0.597
C -1.287 4.780 1.725 -0.633
C -1.042 4.420 3.032 -0.128
C -0.373 3.229 3.264 -0.041
C 0.040 2.419 2.218 -0.150
C -0.210 2.820 0.921 -0.016
C -0.922 4.027 0.659 -0.126
C 0.683 1.003 2.371 -0.636
O 0.691 0.498 3.482 0.037
O 1.125 0.466 1.300 -0.257
H -1.402 5.046 3.864 0.105
H -0.090 2.947 4.287 0.127
H -0.027 2.081 0.153 0.080
H -1.253 4.353 -0.322 0.104
O 2.428 -2.549 1.821 0.023
C 3.317 -1.779 1.567 -0.563
N 4.397 -1.441 2.471 0.130
C 5.139 -0.312 1.899 -0.252
C 4.569 -0.334 0.402 -0.430
O 5.054 0.351 -0.487 0.041
N 3.444 -1.067 0.392 0.045
C 6.637 -0.600 1.868 -0.147
C 7.049 -1.919 2.174 -0.027
C 8.341 -2.359 1.936 -0.097
C 9.226 -1.437 1.360 -0.116
C 8.829 -0.136 1.023 -0.093
C 7.543 0.301 1.321 -0.034
C 4.710 0.979 2.649 -0.152
C 3.735 1.810 2.186 0.009
C 3.208 2.819 3.040 -0.051
C 3.722 3.005 4.310 -0.099
C 4.685 2.139 4.810 -0.064
C 5.193 1.172 3.903 -0.040
H 3.942 -1.199 3.310 0.117
H 6.317 -2.573 2.694 0.115
H 8.648 -3.366 2.054 0.081
H 10.232 -1.854 1.070 0.103
H 9.526 0.554 0.580 0.087
H 7.235 1.347 1.220 0.125
H 3.226 1.745 1.259 0.098
H 2.377 3.420 2.783 0.081
H 3.291 3.843 4.878 0.102
H 5.094 2.249 5.780 0.079
H 5.882 0.525 4.399 0.107
```


DFT (ωB97M-V/def2-TZVPD) results for a cluster of 2 separate species, C3H4N2O3 in total at a distorted geometry.

Values from the calculation:
- Charge: 0
- Frontier orbital gap: 8.65 eV
- LUMO level: -0.79 eV
- ΔE to the lowest compared entry with this formula, charge and spin: 180.89 kcal per mole

```
12
Properties=species:S:1:pos:R:3:lowdin_charge:R:1
C 0.496 -0.004 -0.354 -0.305
C -1.333 -0.945 0.571 -0.037
C -0.644 0.470 0.523 -0.417
H 2.475 1.093 -2.474 0.190
H -2.357 -0.930 0.929 0.118
H -1.289 1.231 -0.051 0.184
H -0.107 0.197 2.747 0.341
N 1.238 0.855 -1.019 0.068
N -0.623 -1.897 0.023 0.090
O 2.170 0.165 -1.927 -0.132
O 0.406 -1.319 -0.654 -0.010
O -0.433 1.084 1.686 -0.092
```


DFT (ωB97M-V/def2-TZVPD) results for the ion C4H6N3 with charge +1 at a distorted geometry.

Values from the calculation:
- Charge: +1
- Structure (SMILES): C1=NN=C[NH+]=CC1
- Frontier orbital gap (alpha / beta): 8.37 / 8.37 eV
- LUMO level (alpha / beta): -5.58 / -5.58 eV
- ΔE to the lowest compared entry with this formula, charge and spin: 81.62 kcal per mole

```
13
Properties=species:S:1:pos:R:3:lowdin_charge:R:1
C 0.642 1.634 -0.329 -0.007
N -0.570 1.739 -0.129 0.043
N -1.298 1.007 0.590 0.065
C -1.587 -0.210 0.433 -0.119
N -0.771 -1.164 -0.195 0.094
C 0.517 -1.035 -0.397 0.008
C 1.220 0.190 0.093 -0.067
H 1.220 2.345 -0.823 0.110
H -2.410 -0.724 1.017 0.164
H -1.383 -2.037 -0.526 0.244
H 1.234 -1.800 -0.853 0.182
H 2.267 0.008 -0.088 0.110
H 0.920 0.047 1.207 0.174
```


DFT (ωB97M-V/def2-TZVPD) results for an isolated molecule of C5H8FNO4 at a distorted geometry.

Values from the calculation:
- Charge: 0
- Structure (SMILES): CCOC(=O)O/[N+]([O-])=C(\C)F
- Frontier orbital gap: 9.99 eV
- LUMO level: 0.67 eV
- ΔE to the lowest compared entry with this formula, charge and spin: 15.80 kcal per mole

```
19
Properties=species:S:1:pos:R:3:lowdin_charge:R:1
C -0.700 0.239 -2.911 -0.065
C -1.309 -0.651 -1.893 -0.190
O -0.308 -1.421 -1.137 0.042
C 0.072 -1.175 0.094 -0.595
O 0.762 -1.863 0.735 0.191
O -0.413 0.084 0.430 0.058
N -0.550 0.305 1.912 -0.172
O -1.717 0.257 2.282 0.051
C 0.550 0.543 2.521 -0.253
C 1.872 0.796 1.898 0.000
F 0.381 0.656 3.879 0.099
H -1.396 0.387 -3.592 0.011
H -0.363 1.258 -2.541 0.112
H 0.107 -0.394 -3.434 0.124
H -2.099 -1.379 -2.339 0.163
H -1.767 -0.143 -1.067 0.103
H 1.744 1.327 0.883 0.123
H 2.589 -0.067 1.647 0.114
H 2.546 1.241 2.633 0.084
```


Question: Which formula does entry 4 have?
Answer: C4H6N3